ORCA calculation (the ωB97M-V functional and the def2-TZVPD basis) on C39H50AsCuGeN3O2Si3 as an isolated structure in a non-equilibrium geometry.

molar mass: 888.2 g/mol
HOMO energy: -10.337 eV
ΔE to the lowest compared entry with this formula, charge and spin: 35.59 kcal/mol

Geometry as ORCA input:
```
! wB97M-V def2-TZVPD RIJCOSX def2/J DEFGRID3
* xyz 1 1
Cu 0.53576 0.19561 0.39472
O 1.79767 -3.62395 0.64849
C 1.27940 -2.53989 0.76415
N 0.95736 -1.67684 -0.27441
C 1.81304 -1.67749 -1.35775
O 2.62102 -2.53469 -1.63032
C 1.72916 -0.42937 -2.19249
C 2.57042 -0.30281 -3.29143
C 2.53568 0.86795 -4.03617
C 1.68184 1.88144 -3.63364
C 0.88774 1.66796 -2.51626
N 0.89540 0.54260 -1.81690
C 0.95303 -2.00464 2.13115
C 1.46697 -2.66119 3.24441
C 1.13358 -2.19455 4.50279
C 0.29988 -1.09104 4.60198
C -0.14652 -0.48796 3.43988
N 0.17891 -0.92362 2.22820
H 3.24383 -1.11078 -3.53080
H 3.17019 0.98702 -4.90191
H 1.64277 2.82616 -4.15020
H 0.21997 2.44142 -2.16533
H 2.10151 -3.52098 3.10600
H 1.49156 -2.69182 5.38951
H 0.00776 -0.70469 5.56357
H -0.80758 0.37016 3.47926
C -1.92441 -4.88381 -3.39295
Si -0.31343 -4.19694 -2.61559
C 0.53474 -5.43489 -1.45608
C 0.86959 -3.63200 -4.00250
Ge -1.07840 -2.31409 -1.14093
Si -2.39339 -2.97705 0.88942
C -3.11333 -1.36228 1.62220
C -1.51731 -4.05755 2.20375
C -3.86127 -3.98645 0.19264
Si -2.24615 -0.44931 -2.38473
C -1.58331 -0.48272 -4.18313
C -2.38060 1.36675 -1.77730
C -4.04603 -1.11764 -2.39275
H -1.72105 -5.75922 -4.00130
H -2.40004 -4.14788 -4.03478
H -2.64677 -5.17834 -2.63890
H 0.68368 -6.40297 -1.92318
H -0.03558 -5.58090 -0.54129
H 1.50898 -5.04606 -1.17205
H 0.80928 -4.29025 -4.86375
H 1.89316 -3.65785 -3.64307
H 0.66605 -2.62114 -4.34624
H -2.33902 -0.73163 2.04276
H -3.84302 -1.55688 2.40217
H -3.60858 -0.79712 0.83748
H -0.53445 -4.38163 1.87927
H -2.09121 -4.94942 2.42477
H -1.39204 -3.50735 3.12995
H -4.40872 -3.41040 -0.54548
H -4.56369 -4.26446 0.97333
H -3.52375 -4.90326 -0.28118
H -0.52852 -0.23170 -4.22479
H -2.11307 0.22557 -4.81330
H -1.71109 -1.46648 -4.62478
H -1.53066 1.68065 -1.17904
H -3.27479 1.50409 -1.17871
H -2.45460 2.03505 -2.62978
H -4.06295 -2.17986 -2.61874
H -4.65919 -0.61708 -3.13670
H -4.53134 -0.97652 -1.43079
C 4.02241 3.17490 4.71530
C 4.37335 3.62027 3.45246
C 3.54398 3.38438 2.36892
C 2.33846 2.72020 2.55228
C 1.98609 2.28397 3.82643
C 2.82574 2.50293 4.90089
As 1.12323 2.28565 1.10616
C -0.54311 2.97888 1.80755
C -0.64222 4.14248 2.56310
C -1.87442 4.54308 3.05337
C -3.00906 3.79261 2.78612
C -2.91375 2.61791 2.05885
C -1.68221 2.20933 1.57875
C 1.71297 3.55568 -0.22689
C 1.03832 4.72746 -0.53346
C 1.54260 5.58744 -1.49333
C 2.73334 5.28903 -2.13174
C 3.40735 4.11266 -1.84193
C 2.88583 3.23748 -0.90793
H 4.67547 3.35877 5.55458
H 5.29778 4.15770 3.31147
H 3.84088 3.72523 1.38211
H 1.03874 1.77434 3.96481
H 2.54976 2.15627 5.88464
H 0.24678 4.72922 2.77919
H -1.95839 5.43893 3.65002
H -3.96955 4.11824 3.15448
H -3.79688 2.02129 1.88188
H -1.57950 1.27481 1.02549
H 0.11644 4.96753 -0.01626
H 1.01128 6.49542 -1.73303
H 3.14286 5.97410 -2.85670
H 4.33926 3.88810 -2.33697
H 3.38207 2.29076 -0.70107
*
```